(1)
This record from the OMol25 dataset describes a 11-piece molecular cluster, C37H67N9O7 overall in a non-equilibrium geometry. The level of theory is ωB97M-V/def2-TZVPD.

Summary:
SMILES = c1cc[nH]c1.c1cc[nH]c1.c1cc[nH]c1.c1cc[nH]c1.CNC(C)=O.CNC(C)=O.CNC(C)=O.CNC(C)=O.CNC(C)=O.CC(C)=O.CC(C)=O
maximum force = 3.91 eV Å⁻¹
LUMO energy = 0.01078 Ha
total charge = 0
gap between HOMO and LUMO = 0.287 hartree
HOMO level = -7.5 eV

CARTESIAN COORDINATES (ANGSTROEM)
C  -0.80  4.62  0.39
C  -1.60  3.67  -0.38
C  -2.88  4.29  -0.54
N  -2.84  5.51  0.06
C  -1.63  5.73  0.60
H  0.22  4.46  0.72
H  -1.24  2.75  -0.81
H  -3.74  3.90  -1.07
H  -3.61  6.17  0.11
H  -1.32  6.67  1.04
C  4.08  -1.48  1.83
C  3.29  -2.22  1.02
C  3.76  -3.55  1.14
N  4.86  -3.59  1.95
C  5.05  -2.31  2.38
H  4.01  -0.41  1.97
H  2.47  -1.86  0.42
H  3.40  -4.42  0.62
H  5.38  -4.39  2.27
H  5.85  -2.07  3.06
C  -3.28  0.85  3.34
C  -3.94  1.81  4.07
C  -4.05  2.94  3.30
N  -3.30  2.67  2.14
C  -2.79  1.41  2.14
H  -3.17  -0.19  3.64
H  -4.41  1.70  5.04
H  -4.55  3.90  3.32
H  -3.12  3.33  1.40
H  -2.22  0.96  1.34
C  -2.41  1.49  -5.70
C  -1.41  1.84  -4.79
C  -1.81  1.26  -3.59
N  -2.98  0.52  -3.76
C  -3.25  0.56  -5.09
H  -2.40  1.89  -6.71
H  -0.59  2.54  -4.96
H  -1.27  1.31  -2.66
H  -3.51  -0.01  -3.08
H  -4.03  -0.10  -5.44
C  1.47  -0.94  4.47
N  1.57  -0.65  5.86
C  0.53  -0.06  6.49
C  0.65  0.18  8.01
O  -0.47  0.35  5.89
H  0.79  -1.78  4.33
H  2.44  -1.27  4.10
H  1.08  -0.07  3.95
H  2.41  -0.91  6.36
H  -0.16  0.86  8.30
H  1.60  0.61  8.33
H  0.58  -0.79  8.50
C  -0.51  -1.14  -1.61
N  0.39  -0.19  -1.03
C  0.47  0.03  0.27
C  1.53  1.03  0.67
O  -0.21  -0.49  1.17
H  -0.45  -0.88  -2.66
H  -1.51  -0.91  -1.23
H  -0.20  -2.18  -1.48
H  0.91  0.49  -1.55
H  1.05  1.98  0.40
H  2.48  0.85  0.18
H  1.70  0.98  1.75
C  1.54  -1.10  -4.80
N  1.63  -2.44  -4.20
C  2.76  -3.20  -4.21
C  2.64  -4.64  -3.71
O  3.85  -2.77  -4.68
H  2.20  -0.99  -5.66
H  1.90  -0.30  -4.16
H  0.52  -0.89  -5.12
H  0.78  -2.90  -3.90
H  2.58  -4.64  -2.62
H  3.59  -5.13  -3.92
H  1.83  -5.24  -4.11
C  -3.54  -2.92  1.01
N  -2.13  -3.17  0.92
C  -1.50  -4.35  0.74
C  -0.03  -4.39  0.65
O  -2.21  -5.36  0.63
H  -3.80  -1.98  0.51
H  -3.81  -2.64  2.03
H  -4.21  -3.73  0.73
H  -1.50  -2.38  0.97
H  0.50  -3.56  1.09
H  0.26  -4.34  -0.40
H  0.41  -5.29  1.07
C  -3.36  -3.68  -2.37
N  -3.13  -3.23  -3.75
C  -1.98  -3.22  -4.38
C  -1.95  -2.92  -5.88
O  -0.90  -3.45  -3.78
H  -2.54  -4.26  -1.95
H  -4.21  -4.37  -2.36
H  -3.59  -2.82  -1.74
H  -3.93  -3.14  -4.35
H  -2.49  -2.01  -6.13
H  -2.29  -3.82  -6.41
H  -0.93  -2.66  -6.16
C  0.61  4.88  -2.69
C  1.51  3.72  -2.23
C  2.56  4.07  -1.16
O  1.45  2.62  -2.75
H  1.21  5.75  -2.97
H  0.04  5.20  -1.82
H  -0.07  4.58  -3.49
H  3.32  3.29  -1.08
H  2.08  4.23  -0.19
H  3.01  4.99  -1.55
C  3.99  2.11  4.47
C  3.16  2.89  3.48
C  1.71  3.28  3.83
O  3.61  3.13  2.35
H  3.28  1.82  5.25
H  4.75  2.75  4.91
H  4.39  1.20  4.03
H  1.08  3.59  3.00
H  1.73  4.14  4.49
H  1.27  2.41  4.32

(2)
This record from the OMol25 dataset describes C37H70Cl2HgNO2P2Si4 as an isolated structure in a non-equilibrium geometry. The level of theory is ωB97M-V/def2-TZVPD.

Summary:
maximum force = 2.25 eV Å⁻¹
LUMO energy (spin up / spin down) = 0.15143 / 0.12337 Ha
total charge = -2
multiplicity = 2
<S²> = 0.765
gap between HOMO and LUMO (spin up / spin down) = 0.202 / 0.174 hartree
HOMO level (spin up / spin down) = -1.4 / -1.4 eV
ΔE to the lowest compared entry with this formula, charge and spin = 30.13 kcal per mole

CARTESIAN COORDINATES (ANGSTROEM)
Hg  0.43  1.13  -0.73
C  0.70  -4.62  -2.90
C  1.75  -3.64  -3.41
C  1.74  -3.64  -4.94
P  1.41  -1.93  -2.65
C  3.06  -1.13  -3.22
C  4.13  -0.86  -2.18
C  2.65  0.18  -3.90
C  1.57  -2.46  -0.91
C  2.66  -2.90  -0.19
C  2.54  -3.28  1.14
C  3.73  -3.76  1.93
C  1.29  -3.23  1.74
C  0.18  -2.85  1.04
C  0.27  -2.47  -0.32
N  -0.75  -2.05  -1.07
C  -2.00  -2.49  -0.94
C  -2.35  -3.81  -0.56
C  -3.66  -4.23  -0.54
C  -4.70  -3.36  -0.88
C  -6.13  -3.83  -0.83
C  -4.38  -2.07  -1.26
C  -3.07  -1.62  -1.30
P  -2.51  0.05  -1.74
C  -3.94  1.11  -1.13
C  -3.75  2.54  -1.63
C  -3.89  1.08  0.39
C  -2.80  0.09  -3.60
C  -4.17  -0.37  -4.08
C  -1.70  -0.77  -4.20
H  0.84  -5.60  -3.35
H  -0.30  -4.26  -3.14
H  0.77  -4.71  -1.82
H  2.75  -3.96  -3.07
H  0.78  -3.28  -5.30
H  1.89  -4.65  -5.31
H  2.52  -3.00  -5.35
H  3.48  -1.78  -4.00
H  3.68  -0.50  -1.25
H  4.82  -0.10  -2.53
H  4.70  -1.76  -1.96
H  3.49  0.62  -4.43
H  2.29  0.89  -3.15
H  1.83  0.01  -4.60
H  3.63  -2.98  -0.67
H  4.66  -3.49  1.43
H  3.71  -4.85  2.04
H  3.72  -3.33  2.93
H  1.20  -3.50  2.79
H  -0.79  -2.83  1.51
H  -1.56  -4.50  -0.31
H  -3.89  -5.25  -0.24
H  -6.51  -3.83  0.19
H  -6.22  -4.84  -1.22
H  -6.77  -3.17  -1.43
H  -5.19  -1.40  -1.53
H  -4.90  0.72  -1.47
H  -2.72  2.87  -1.47
H  -4.42  3.22  -1.10
H  -3.97  2.62  -2.70
H  -2.95  1.50  0.73
H  -3.97  0.06  0.76
H  -4.70  1.67  0.82
H  -2.65  1.13  -3.90
H  -4.34  -1.41  -3.79
H  -4.22  -0.31  -5.17
H  -4.97  0.24  -3.67
H  -1.82  -1.80  -3.88
H  -0.73  -0.42  -3.84
H  -1.71  -0.74  -5.30
Cl  3.84  2.69  -1.12
C  3.71  4.42  -1.42
Cl  5.28  5.12  -1.82
H  3.35  4.91  -0.51
H  3.01  4.59  -2.25
O  -0.52  5.69  -2.87
C  0.03  4.77  -2.29
O  -0.34  4.03  -1.37
H  1.15  4.56  -2.65
C  1.77  4.96  1.61
Si  0.42  4.11  2.65
C  0.57  4.88  4.42
C  -1.20  4.71  1.87
Si  0.65  1.77  2.59
Si  2.83  1.03  3.17
C  3.77  0.37  1.63
C  2.87  -0.44  4.41
C  3.99  2.35  3.96
Si  -1.02  0.80  3.93
C  -2.42  2.05  4.36
C  -1.89  -0.66  3.05
C  -0.53  0.07  5.65
H  1.83  6.04  1.76
H  1.51  4.79  0.57
H  2.76  4.54  1.80
H  0.38  5.95  4.43
H  1.57  4.73  4.82
H  -0.12  4.41  5.11
H  -1.33  5.79  1.93
H  -2.08  4.26  2.31
H  -1.18  4.45  0.81
H  4.09  -0.66  1.77
H  4.64  0.96  1.37
H  3.10  0.38  0.78
H  2.24  -1.24  4.04
H  2.50  -0.15  5.39
H  3.87  -0.84  4.55
H  4.12  3.19  3.28
H  4.98  1.97  4.20
H  3.56  2.74  4.88
H  -2.87  2.43  3.45
H  -2.02  2.91  4.90
H  -3.21  1.62  4.97
H  -1.81  -0.54  1.97
H  -2.95  -0.74  3.29
H  -1.42  -1.60  3.30
H  -0.03  0.80  6.27
H  0.16  -0.76  5.51
H  -1.38  -0.31  6.20

(3)
This record from the OMol25 dataset describes C37H71CdGe2N3O2SSi4Te as an isolated structure. The level of theory is ωB97M-V/def2-TZVPD.

Summary:
maximum force = 0.72 eV Å⁻¹
LUMO energy = -0.00124 Ha
total charge = 0
gap between HOMO and LUMO = 0.258 hartree
HOMO level = -7.0 eV
ΔE to the lowest compared entry with this formula, charge and spin = 17.90 kcal per mole

CARTESIAN COORDINATES (ANGSTROEM)
Cd  -0.56  0.70  -0.60
C  -2.68  1.33  2.57
C  -2.79  -0.12  2.08
N  -1.47  -0.69  1.80
C  -0.70  -0.99  2.99
C  0.78  -0.65  2.87
S  1.14  1.01  2.25
C  0.22  2.11  3.36
C  -0.84  2.94  2.63
N  -1.72  2.13  1.81
H  -3.69  1.76  2.53
H  -2.38  1.34  3.62
H  -3.34  -0.70  2.84
H  -3.36  -0.15  1.16
H  -1.59  -1.53  1.24
H  -1.11  -0.43  3.83
H  -0.77  -2.05  3.25
H  1.28  -0.78  3.84
H  1.27  -1.30  2.14
H  -0.22  1.51  4.15
H  0.94  2.79  3.82
H  -1.39  3.52  3.38
H  -0.34  3.65  1.97
H  -2.20  2.70  1.13
O  0.70  -3.68  0.78
C  0.31  -2.90  -0.05
O  0.99  -1.86  -0.50
C  -1.05  -3.04  -0.68
C  -1.76  -4.22  -0.51
C  -2.94  -4.38  -1.22
C  -3.37  -3.36  -2.04
C  -2.62  -2.19  -2.11
N  -1.48  -2.03  -1.45
H  -1.37  -4.97  0.15
H  -3.51  -5.31  -1.14
H  -4.28  -3.46  -2.63
H  -2.94  -1.36  -2.72
C  2.43  -3.46  -4.25
C  1.57  -3.27  -2.99
Ge  2.49  -2.27  -1.56
C  3.63  -3.41  -0.42
C  4.68  -4.18  -1.23
C  3.37  -0.75  -2.36
C  3.18  0.57  -2.48
Ge  1.76  1.61  -1.48
C  0.99  2.93  -2.78
C  1.87  3.84  -3.64
C  2.63  2.69  -0.01
C  3.34  4.04  -0.21
C  4.10  1.27  -3.42
C  4.69  2.48  -3.08
C  5.59  3.10  -3.93
C  5.90  2.53  -5.15
C  5.31  1.34  -5.52
C  4.41  0.71  -4.66
H  1.90  -4.05  -5.00
H  3.37  -3.97  -4.02
H  2.68  -2.50  -4.69
H  1.25  -4.24  -2.59
H  0.67  -2.70  -3.23
H  2.98  -4.09  0.11
H  4.11  -2.77  0.32
H  4.21  -4.84  -1.96
H  5.29  -4.81  -0.57
H  5.36  -3.51  -1.76
H  4.20  -1.18  -2.92
H  0.33  3.54  -2.16
H  0.33  2.34  -3.42
H  2.53  4.46  -3.02
H  1.26  4.51  -4.25
H  2.50  3.26  -4.31
H  3.28  2.01  0.54
H  1.77  2.88  0.64
H  4.35  3.93  -0.59
H  3.43  4.55  0.76
H  2.78  4.70  -0.88
H  4.43  2.92  -2.14
H  6.04  4.04  -3.63
H  6.60  3.02  -5.82
H  5.53  0.89  -6.48
H  3.94  -0.22  -4.97
C  -1.19  5.84  -2.50
Si  -2.96  5.19  -2.41
C  -3.95  6.37  -3.51
C  -3.50  5.45  -0.62
Si  -3.60  3.02  -3.04
Te  -3.14  1.20  -1.36
Si  -5.96  2.86  -2.90
C  -6.59  2.95  -1.12
C  -6.97  4.14  -3.86
C  -6.47  1.16  -3.54
Si  -3.08  2.39  -5.25
C  -1.49  3.00  -6.07
C  -3.07  0.50  -5.36
C  -4.47  3.03  -6.36
H  -1.20  6.92  -2.35
H  -0.73  5.64  -3.48
H  -0.54  5.40  -1.74
H  -3.86  7.40  -3.17
H  -5.02  6.11  -3.52
H  -3.60  6.32  -4.54
H  -3.32  6.48  -0.29
H  -2.95  4.79  0.06
H  -4.56  5.24  -0.49
H  -6.55  3.97  -0.72
H  -6.00  2.31  -0.46
H  -7.63  2.62  -1.07
H  -7.05  5.08  -3.31
H  -7.98  3.77  -4.03
H  -6.53  4.37  -4.84
H  -5.88  0.38  -3.06
H  -6.33  1.07  -4.62
H  -7.52  0.97  -3.33
H  -0.61  2.48  -5.70
H  -1.34  4.07  -5.91
H  -1.55  2.82  -7.15
H  -2.26  0.08  -4.77
H  -2.95  0.17  -6.39
H  -4.01  0.09  -4.98
H  -4.58  4.12  -6.26
H  -5.43  2.58  -6.10
H  -4.27  2.81  -7.41

(4)
This record from the OMol25 dataset describes a 8-piece molecular cluster, C37H71F12N3O9 overall in a non-equilibrium geometry. The level of theory is ωB97M-V/def2-TZVPD.

Summary:
SMILES = CCOC(=O)C(F)(F)F.CCOC(=O)C(F)(F)F.CCOC(=O)C(F)(F)F.CCOC(=O)C(F)(F)F.CCN(CC)CC.CCN(CC)CC.CCN(CC)CC.CC(C)=O
maximum force = 6.15 eV Å⁻¹
LUMO energy = 0.00672 Ha
total charge = 0
gap between HOMO and LUMO = 0.321 hartree
HOMO level = -8.6 eV

CARTESIAN COORDINATES (ANGSTROEM)
C  -0.04  4.21  5.23
C  0.73  3.45  4.11
O  1.10  4.34  2.98
C  0.29  4.50  1.94
O  -0.76  3.83  1.79
C  0.77  5.44  0.87
F  1.25  4.67  -0.20
F  -0.27  6.12  0.40
F  1.79  6.24  1.33
H  -0.63  5.09  4.96
H  0.64  4.43  6.05
H  -0.78  3.46  5.51
H  0.11  2.61  3.79
H  1.67  3.19  4.59
C  2.37  -1.40  -4.55
C  2.81  -1.88  -5.97
O  3.98  -1.28  -6.32
C  3.99  0.00  -6.76
O  3.04  0.59  -7.28
C  5.42  0.64  -6.56
F  6.34  0.01  -7.28
F  5.46  1.96  -6.87
F  5.80  0.43  -5.23
H  1.90  -0.41  -4.56
H  3.12  -1.47  -3.76
H  1.54  -2.05  -4.28
H  2.06  -1.68  -6.74
H  3.03  -2.94  -5.98
C  2.90  -0.54  5.30
C  2.79  0.91  5.54
O  3.08  1.10  6.89
C  3.35  2.36  7.26
O  3.07  3.40  6.54
C  3.90  2.45  8.77
F  2.89  2.22  9.62
F  4.82  1.54  8.94
F  4.45  3.58  9.06
H  2.31  -0.74  4.40
H  2.50  -1.33  5.93
H  3.94  -0.83  5.16
H  1.80  1.31  5.32
H  3.52  1.30  4.83
C  -1.23  -5.46  3.99
C  -1.20  -5.72  2.46
O  -2.52  -5.92  1.93
C  -3.49  -4.86  1.87
O  -3.23  -3.63  1.97
C  -4.82  -5.38  1.37
F  -5.36  -6.36  2.12
F  -5.73  -4.41  1.19
F  -4.60  -6.14  0.23
H  -1.54  -4.44  4.20
H  -0.28  -5.70  4.46
H  -1.98  -6.10  4.46
H  -0.75  -6.71  2.40
H  -0.67  -4.93  1.93
C  -0.57  1.33  -2.23
C  -0.70  1.48  -0.68
N  -0.25  0.20  -0.11
C  -1.02  -1.02  -0.44
C  -2.51  -0.97  -0.01
C  -0.36  0.42  1.35
C  0.20  -0.69  2.18
H  -1.42  0.83  -2.70
H  0.31  0.78  -2.56
H  -0.42  2.28  -2.73
H  -0.02  2.26  -0.36
H  -1.72  1.79  -0.42
H  -0.99  -1.29  -1.50
H  -0.46  -1.87  -0.05
H  -3.20  -1.53  -0.64
H  -2.71  -1.42  0.96
H  -2.91  0.05  0.00
H  -1.38  0.67  1.62
H  0.34  1.21  1.61
H  0.51  -0.44  3.20
H  1.08  -1.03  1.65
H  -0.51  -1.52  2.19
C  -4.37  1.25  -6.42
C  -5.89  1.01  -6.20
N  -6.34  1.70  -4.90
C  -7.76  1.96  -4.84
C  -8.15  2.92  -3.78
C  -5.99  0.76  -3.79
C  -4.64  1.15  -3.18
H  -4.04  2.23  -6.08
H  -4.07  1.26  -7.47
H  -3.68  0.50  -6.01
H  -6.38  1.53  -7.02
H  -6.14  -0.04  -6.27
H  -8.07  2.32  -5.81
H  -8.28  1.02  -4.64
H  -8.50  3.86  -4.21
H  -8.97  2.53  -3.17
H  -7.35  3.15  -3.07
H  -5.86  -0.25  -4.17
H  -6.76  0.77  -3.03
H  -4.54  0.70  -2.19
H  -4.55  2.23  -3.04
H  -3.83  0.76  -3.80
C  3.50  1.69  0.60
C  4.90  2.04  1.19
N  5.32  0.96  2.17
C  6.65  1.45  2.64
C  6.99  0.93  4.12
C  5.39  -0.38  1.64
C  4.12  -1.24  1.93
H  2.96  2.62  0.39
H  2.89  1.15  1.32
H  3.50  1.03  -0.26
H  5.69  2.27  0.47
H  4.72  2.95  1.75
H  7.46  1.08  2.02
H  6.73  2.53  2.60
H  8.05  0.95  4.41
H  6.51  1.56  4.87
H  6.64  -0.07  4.34
H  6.10  -0.97  2.22
H  5.79  -0.31  0.63
H  3.65  -0.81  2.82
H  4.24  -2.32  1.85
H  3.41  -0.99  1.14
C  -2.59  -5.69  -3.06
C  -2.96  -4.32  -2.61
C  -2.67  -3.19  -3.53
O  -3.72  -4.15  -1.68
H  -2.32  -5.81  -4.11
H  -3.39  -6.40  -2.85
H  -1.68  -5.85  -2.48
H  -2.08  -3.39  -4.42
H  -2.05  -2.56  -2.89
H  -3.58  -2.66  -3.80

Question: Look up the maximum force of the first one.
Answer: 3.91 eV Å⁻¹